No. 1
DFT (ωB97M-V/def2-TZVPD) results for 11 unconnected molecules or ions with the total composition C5H33N2O11 in a non-equilibrium geometry.

Geometry as ORCA input:
```
! wB97M-V def2-TZVPD RIJCOSX def2/J DEFGRID3
* xyz 1 1
H 3.74355 -0.39992 -1.77383
H -0.06480 2.71176 1.38786
H -1.58037 3.79638 -0.48818
C 1.54665 -0.28381 2.37093
H -1.78984 0.02714 -4.58696
H 1.79694 2.18375 -1.98433
O -0.22235 3.09945 2.26297
H -0.48776 -4.63932 0.59017
H -2.75014 1.43732 2.18559
H -0.86478 1.78065 -2.02080
H -0.45491 -3.61325 -0.48338
O -0.23055 -3.71898 0.45177
O -0.71612 -1.44210 3.72981
H 3.30011 -1.05141 -0.11176
C 3.56040 -0.18719 -0.72508
H -3.20821 -2.65248 1.06396
H -1.59719 1.56128 3.27015
O 0.13114 -1.11859 -1.67356
H 1.83615 0.76219 2.48947
H -0.52215 2.17511 -3.46308
O -2.12463 0.96344 2.73904
H -1.48154 -1.14724 4.23008
O -2.45540 0.00489 -3.89564
N -0.39458 -0.73320 0.85484
H 0.40022 -0.36867 -2.22907
H 3.62013 1.95777 -2.00716
H 0.61605 3.24096 2.70886
C 2.70507 2.05300 -1.42114
O 0.49320 1.51519 -0.09607
O -2.57296 -2.02765 1.40793
H -0.89775 0.06615 1.24072
H -0.39365 3.64507 -1.28166
H -0.82599 -1.46114 1.43186
H 4.52066 0.09191 -0.26054
O -2.11002 -2.51681 -2.47807
H -0.64778 -0.96599 -0.13965
C 1.09475 -0.50832 0.92729
H 2.87653 2.94403 -0.80053
H -0.24695 -1.71027 -2.34291
H -2.09223 0.44230 -3.11855
H -2.54833 -1.94964 -3.14017
H 0.93357 -0.57947 3.23234
H -2.46032 -3.37007 -2.77191
C 1.38489 0.66859 0.03953
H -2.99148 -1.86027 2.26011
O -0.45376 1.44133 -2.84398
H 2.50096 -0.80669 2.54514
H 1.50235 -1.46900 0.63449
N 2.52483 0.82220 -0.65006
H -0.55488 -2.29085 4.10814
O -1.34672 3.48049 -1.37501
*
```

gap between HOMO and LUMO = 10.27 eV
energy above the lowest of the compared OMol25 structures with the same formula, charge and spin = 1.100 eV



No. 2
DFT (ωB97M-V/def2-TZVPD) results for a molecular structure, C11H21CaF11GeN3O7S2SeTe in a non-equilibrium geometry.

Geometry as ORCA input:
```
! wB97M-V def2-TZVPD RIJCOSX def2/J DEFGRID3
* xyz -1 1
F 2.07299 -0.55957 -2.22259
C 1.73195 -4.75656 1.09781
C -4.25866 0.97872 0.85931
H -3.21213 4.05588 1.84081
H -3.02399 4.89001 0.28813
F -2.57410 -4.29883 -2.11842
S 1.82815 -4.54403 -0.77450
H -0.74652 2.65758 -0.45324
Se -1.09766 0.26246 -1.05993
O -0.35693 -2.37449 -2.19188
H 1.44923 1.42680 4.10677
F 4.04637 -1.65673 -2.53962
C -0.40764 1.10822 -2.66087
C 2.02209 1.58374 1.03940
H 2.73924 3.60011 1.03509
H 0.55197 1.56445 -2.42953
H -4.99992 2.61471 -1.95732
O 2.63469 -5.64078 -1.17744
H -4.62768 4.35411 0.81794
H -0.25492 0.31994 -3.39307
H -3.45259 3.33020 -2.44646
Te 4.01897 -0.25457 -1.28540
H -3.65105 1.56624 -2.43408
F -2.92004 -2.75449 -0.64160
O -0.15231 -0.75854 2.71576
F -2.32080 -4.73399 -0.01189
O 3.41302 -1.03005 0.23705
S -0.43164 -3.26822 -1.05990
H -1.13164 1.83324 -3.02489
F 0.50783 -5.05904 1.50428
Ge -3.29526 2.38690 -0.08030
C -3.91591 2.49277 -1.92128
H -4.03385 1.00149 1.92756
F 5.74201 -1.01625 -1.16299
H -1.09498 1.68548 0.98049
C 1.11130 0.95958 2.05311
C 0.73871 1.67169 3.31344
H -0.40844 -1.60505 2.31670
H -5.33778 1.06993 0.72528
H 3.98106 2.35242 0.95075
O 2.84164 1.46455 -1.04602
H -0.24822 1.35864 3.64687
F 2.54098 -5.74385 1.45751
F 4.51977 0.72683 -2.76700
H 3.15068 2.68220 2.50031
O -0.18166 -2.63143 0.25333
C -2.17700 -3.80811 -0.95278
N 0.29564 -4.66236 -1.21824
F 5.08999 1.02841 -0.33713
H -3.94009 0.01320 0.45848
F 2.11501 -3.63449 1.69335
N 1.90055 1.08236 -0.12398
C 3.03122 2.61879 1.41808
O 2.27372 -3.17388 -0.99253
N 0.71576 -0.22358 1.76420
C -1.40787 1.89249 -0.04482
C -3.56586 4.09846 0.80881
H 0.75255 2.75095 3.16242
Ca 1.40997 -1.29467 -0.44335
*
```

gap between HOMO and LUMO = 8.05 eV
energy above the lowest of the compared OMol25 structures with the same formula, charge and spin = 2.509 eV



No. 3
DFT (ωB97M-V/def2-TZVPD) results for a single CH4ClN3 molecule in a non-equilibrium geometry.

Geometry as ORCA input:
```
! wB97M-V def2-TZVPD RIJCOSX def2/J DEFGRID3
* xyz 0 1
N 0.10581 -1.67385 -1.62327
C 0.38215 -0.40024 -0.96724
H -0.16257 0.22910 -1.63897
H -0.69442 1.05445 1.72766
N -0.18934 -0.21144 0.35480
H -1.06769 -0.71865 0.19340
H 1.50847 -0.39059 -1.02971
Cl -1.19506 -2.50060 -0.98353
N 0.19497 0.80247 1.18132
*
```

gap between HOMO and LUMO (alpha / beta) = 10.37 / 7.11 eV
energy above the lowest of the compared OMol25 structures with the same formula, charge and spin = 4.224 eV



No. 4
DFT (ωB97M-V/def2-TZVPD) results for a molecular structure, C14H39N3O6V in a non-equilibrium geometry.

Geometry as ORCA input:
```
! wB97M-V def2-TZVPD RIJCOSX def2/J DEFGRID3
* xyz 0 2
H -0.20410 3.85017 4.11963
C -4.28854 -1.58675 -2.89087
C -2.04666 2.64710 -1.85718
H 2.91867 4.21141 0.61720
C -0.72393 3.72171 3.17023
C -2.10903 1.14913 -1.52357
H 0.83715 3.42881 1.71721
H 1.58733 -2.50518 0.49465
H -0.45392 -4.14224 0.07570
H 3.19502 3.57159 -1.76925
H -2.40059 0.92767 -0.49691
O -0.59919 -0.58895 1.01302
H 0.44636 -5.54352 -1.38746
H -0.87896 -4.71671 -2.19913
N -0.65451 2.35251 1.13928
C 0.12155 -3.64588 -0.70568
O 1.53190 2.66040 -0.94457
H -4.52989 -2.57584 -2.50156
H -0.73449 3.24790 0.67886
H 1.62105 -0.93372 2.80272
V 0.54354 0.84233 0.00528
H -1.02927 -0.33458 -2.08589
H -3.14796 0.80686 -3.40461
C 0.14938 -4.60496 -1.85543
H 3.41345 1.90609 -1.37800
H -0.50882 -1.81454 -0.26971
H -0.55452 -1.13211 1.82389
C 0.11576 2.82254 2.26506
C 2.35844 -0.16897 2.55876
H -2.81698 3.14829 -1.27108
H 3.41310 2.73078 1.22469
O 2.22626 -4.51010 0.34216
H 2.09848 -3.96864 2.39801
H 0.01298 0.99148 3.33327
O -3.30790 -0.90922 -2.10402
H -0.46721 1.02645 -2.77124
O 1.64175 0.96103 2.00161
C 1.58667 -3.33465 -0.21252
H -3.84204 -1.59365 -3.88519
H -2.21413 2.85976 -2.91303
H 2.98413 -0.01943 3.43868
O 1.56432 -0.23419 -0.65471
H -4.25378 0.86239 -2.09641
H 2.08472 -2.93696 -1.09677
H 1.48666 1.86466 3.78380
H -1.53338 -2.69064 -1.14617
N -0.56055 -2.43053 -1.06845
H -5.29902 -1.18999 -2.79290
H 4.50222 3.71333 0.14109
C 0.83287 1.60054 2.95260
C 2.92079 2.81540 -1.03369
H 0.79895 -4.36606 -2.69750
C 1.85912 -4.77559 1.70545
H 0.80875 -5.06497 1.73867
H -1.10353 3.14756 -1.63775
N -0.78552 0.62770 -1.89959
C 3.49590 3.33537 0.32152
H 2.43905 -5.67436 1.91523
H -1.61231 2.17570 1.40660
H -0.85184 4.67501 2.65743
C -3.25726 0.50932 -2.36172
H 2.95270 -0.66830 1.79350
H -1.77917 3.47028 3.27675
*
```

⟨S²⟩ = 0.79
gap between HOMO and LUMO (alpha / beta) = 8.10 / 8.16 eV



No. 5
DFT (ωB97M-V/def2-TZVPD) results for a molecular structure, C38H31NP2PdSSi.

Geometry as ORCA input:
```
! wB97M-V def2-TZVPD RIJCOSX def2/J DEFGRID3
* xyz 0 1
H -4.71310 -1.65314 0.71876
H 6.36851 2.84015 -2.15864
H 5.48089 -1.05612 3.85537
C 1.75396 -0.47110 2.95142
C 1.73384 -4.14332 -0.42692
C 3.41111 2.15430 -0.65778
C 4.66586 0.13109 -1.06264
H -2.65107 -5.28855 1.51848
Si -0.04426 -0.23813 2.44326
C 1.91095 -2.91943 0.20392
C 2.13798 -0.71278 4.27076
C -2.16118 -0.88010 -1.38752
C -1.45181 -1.95801 -1.92103
H 1.53292 -5.02725 0.16523
C -0.89463 0.81329 3.71324
C -4.94844 2.13360 1.43060
H 2.40308 -0.97504 -2.52694
C -3.62979 0.20661 0.83436
H 0.13189 -3.03658 3.87403
H 4.74661 -0.94851 -1.01086
C -1.24888 -4.27434 2.79647
H -1.03074 -5.15777 3.38347
C 4.43984 2.89550 -1.22564
H -2.84352 2.19326 1.01556
C 2.07464 -3.09283 -2.56111
H -0.42096 1.79828 3.71661
P -1.99944 -0.45901 0.37106
C 4.44036 -0.90146 3.59993
S -2.07980 3.61285 -1.24695
C -0.85772 -1.94335 2.31004
C -2.90087 -0.04937 -2.22634
H 1.39076 -0.72032 5.05699
H -3.12249 -3.29484 0.14704
C 2.15860 -1.77117 -0.54573
C -6.07852 1.33698 1.51359
C -0.69574 3.20397 -0.48794
C -3.72410 1.56872 1.09676
H 1.69057 -5.18940 -2.30091
H -0.85272 -2.59004 -1.27323
C 1.81956 -4.23340 -1.80955
H -1.94761 0.94114 3.45102
H -5.01288 3.19741 1.61723
H -2.31387 -1.60194 -5.17536
Pd -0.10904 0.74585 0.39327
C -1.51807 -2.21966 -3.28059
C 3.52550 0.76864 -0.56897
C 3.47118 -0.92749 4.59373
H 4.35051 3.97149 -1.29851
C -2.94956 -0.31100 -3.58720
C 4.07723 -0.66478 2.28229
C -2.43967 -3.22431 0.98550
H -3.51853 0.34090 -4.23710
C -2.16338 -4.34985 1.74758
H -0.97608 -3.06274 -3.68795
C 2.74106 -0.45253 1.95819
H -3.41697 0.81125 -1.81865
C -5.99000 -0.02690 1.25723
H 2.14656 -3.15846 -3.63948
H 1.85155 -2.85682 1.28423
H -7.03346 1.77573 1.77357
H 4.83833 -0.62965 1.51277
C -2.26768 -1.39833 -4.11303
P 2.17352 -0.13134 0.24728
H -6.87185 -0.65148 1.32148
C -1.79187 -2.02555 1.27397
C -0.60024 -3.07894 3.07382
N 0.28540 2.98693 0.13845
C 2.22803 -1.86611 -1.93541
C -4.77226 -0.59120 0.91614
H 3.75681 -1.10319 5.62323
H 6.56837 0.38158 -2.01601
H 2.51261 2.64076 -0.29484
C 5.68566 0.87648 -1.63126
C 5.57229 2.25931 -1.71032
H -0.83993 0.39364 4.72009
*
```

gap between HOMO and LUMO = 7.05 eV
energy above the lowest of the compared OMol25 structures with the same formula, charge and spin = 0.639 eV



No. 6
DFT (ωB97M-V/def2-TZVPD) results for a molecular structure, C22H30IrN15O2S.

Geometry as ORCA input:
```
! wB97M-V def2-TZVPD RIJCOSX def2/J DEFGRID3
* xyz 3 2
C -0.94409 -4.21539 -0.41152
N 3.75110 -2.08964 4.73364
N 1.12766 0.90499 -3.12905
N 0.04477 -4.80873 -0.34769
C -3.13457 1.32453 -2.04180
N 2.99700 -0.96963 0.38592
C 1.56353 -0.45996 -5.11092
H 2.07012 -0.48024 -6.07393
H 0.44701 3.77095 3.16484
H -4.23750 -2.14118 0.09080
H 0.03730 5.25144 2.37939
H -2.83823 1.17130 1.94797
Ir -0.17083 0.27349 0.75751
N 1.60262 -1.34356 -2.82920
H 2.03644 -2.47903 -4.51551
H 2.38385 -0.63773 -0.34066
N 1.70867 -1.19645 4.19335
H 3.94062 -1.26590 0.19677
H 0.25980 5.37035 0.01945
N -1.63179 1.19504 -0.39418
H 0.81454 3.96841 -0.81942
H 1.14509 -2.40518 -1.07301
C 2.95039 -1.61223 3.80065
C 0.58469 3.70370 1.15778
C -2.12979 -3.47283 -0.49345
H 0.40780 2.10021 -1.59867
C 2.19459 -1.45916 -4.16982
C -2.87908 0.72667 4.04295
H 3.43053 -2.17135 5.68421
C -3.23166 -3.94431 -1.22016
O 0.71527 -0.15938 -1.12926
H -4.12754 2.97184 -1.14216
C -2.46591 2.18827 -0.12947
C 1.59652 -2.57384 -2.04218
H -2.41982 2.84579 0.72221
C 0.67507 2.18652 -2.64447
H -3.74000 1.20199 -2.92327
C 1.68055 0.91317 -4.49191
N -3.40232 -1.64024 0.36187
C 1.13526 -0.18820 -2.34194
N -3.38153 2.29199 -1.10256
H 3.27397 -1.29984 -4.10133
H -0.19098 2.52468 -3.21899
H 2.61342 -2.94525 -1.90935
H -3.88066 1.10832 4.18356
H -2.56956 0.17653 6.09962
H -3.50345 -0.78030 0.87451
H 4.67068 -2.41742 4.48473
C -0.88029 -0.28545 4.85974
C -0.37033 -0.22312 3.57543
H 0.51317 -0.71022 -5.27362
C 2.56303 -1.06081 1.63387
C -2.04638 0.64572 -1.59733
H 1.12599 1.65118 -5.07044
C 0.96785 -0.73432 3.24036
H -1.52171 -0.17345 -2.05407
H 1.03322 -3.34112 -2.57338
N 0.26881 4.26870 2.30639
N -4.14823 -4.26702 -1.84689
C -2.19317 -2.15319 0.17464
S 1.27008 2.07524 1.18436
C -2.15123 0.20260 5.10223
H 1.47851 2.92088 -2.77234
O -1.12833 -1.61912 0.53643
H 2.72493 1.23471 -4.45274
C -2.30339 0.76417 2.78904
N 1.28655 -0.63658 1.93400
H -0.26813 -0.71897 5.63763
N 0.47543 4.38182 0.03230
N 3.38750 -1.54400 2.54524
N -1.06348 0.30916 2.55332
*
```

⟨S²⟩ = 0.78
gap between HOMO and LUMO (alpha / beta) = 8.23 / 6.11 eV
energy above the lowest of the compared OMol25 structures with the same formula, charge and spin = 0.000 eV



No. 7
DFT (ωB97M-V/def2-TZVPD) results for a molecular structure, C3H3Cl9FV in a non-equilibrium geometry.

Geometry as ORCA input:
```
! wB97M-V def2-TZVPD RIJCOSX def2/J DEFGRID3
* xyz 1 4
V -1.52065 3.81000 -1.59042
Cl 1.40798 1.37062 2.87573
C 0.14215 -1.23518 -2.40079
Cl 1.82207 -0.62031 0.76376
H -1.21679 0.14022 1.37316
Cl -0.62980 -1.91855 2.25437
Cl -0.58913 -1.73026 -3.93141
Cl 0.25254 -2.67365 -1.33140
Cl -2.99281 -0.34848 2.78794
H 1.48850 1.70454 0.57763
C -1.74867 -0.78055 1.58617
C 2.03742 1.06087 1.25348
Cl 3.72961 1.54269 1.14500
H -0.47113 -0.46763 -1.94610
Cl -2.51888 -1.30345 0.07065
F -0.96920 2.08967 -0.79023
Cl 1.77678 -0.64055 -2.69754
*
```

⟨S²⟩ = 3.76
gap between HOMO and LUMO (alpha / beta) = 4.72 / 4.95 eV



No. 8
DFT (ωB97M-V/def2-TZVPD) results for 2 unconnected molecules or ions with the total composition C5H13O2S in a non-equilibrium geometry.

Geometry as ORCA input:
```
! wB97M-V def2-TZVPD RIJCOSX def2/J DEFGRID3
* xyz -1 1
O 1.50908 2.23451 0.17414
H 0.79793 -1.29743 -1.27877
C -1.56701 1.69817 -0.55601
H -1.69189 2.71334 -0.19872
O 2.17886 0.16873 -1.12166
H 2.32384 -1.68532 -0.34118
C -1.65314 -1.04445 0.10890
H 1.93933 1.04917 -0.62057
H 1.46511 -0.88722 1.58934
H -2.05657 1.56978 -1.51979
C 0.78945 -0.67035 0.75849
H 1.94863 2.98227 -0.25892
H -0.75014 -1.49926 1.97836
H -1.32450 -0.97016 -0.93186
H -2.48965 -1.74632 0.12474
C 1.54914 -0.95898 -0.55634
S -2.43163 0.52802 0.55978
C -0.46865 -1.51585 0.94451
H 0.65197 0.39349 0.97082
H -0.21860 -2.56424 0.73119
H -0.50156 1.50212 -0.55646
*
```

gap between HOMO and LUMO = 7.10 eV
energy above the lowest of the compared OMol25 structures with the same formula, charge and spin = 0.099 eV



No. 9
DFT (ωB97M-V/def2-TZVPD) results for a single C3H5ClS molecule in a non-equilibrium geometry.

Geometry as ORCA input:
```
! wB97M-V def2-TZVPD RIJCOSX def2/J DEFGRID3
* xyz 0 1
C 0.34560 -0.31299 -0.38579
H 0.23252 -0.38304 -1.41239
Cl 1.88534 -1.11084 -0.03584
C 0.31490 1.14565 0.13957
H 1.12848 1.67907 -0.38352
H -0.66123 1.48316 -0.23164
H 0.33417 1.25204 1.18474
C -0.86634 -1.15473 0.25728
H -0.36133 -1.81154 0.96877
S -2.35213 -0.78678 -0.10118
*
```

structure (SMILES) = C[C@@H](Cl)C=S
gap between HOMO and LUMO = 8.62 eV
energy above the lowest of the compared OMol25 structures with the same formula, charge and spin = 0.273 eV



No. 10
DFT (ωB97M-V/def2-TZVPD) results for 2 unconnected molecules or ions with the total composition CH8N3Si in a non-equilibrium geometry.

Geometry as ORCA input:
```
! wB97M-V def2-TZVPD RIJCOSX def2/J DEFGRID3
* xyz 1 1
Si 3.28205 0.06708 0.05733
H -3.55886 -0.73709 -0.33435
H 1.09997 -1.06448 0.19368
N 1.68743 -0.33588 -0.17702
H -0.90062 1.54030 0.26137
C -1.69599 -0.26943 -0.07251
H -1.45573 -1.30772 -0.55457
H 4.37392 0.40414 -0.96217
H -3.29978 0.87818 0.49767
N -2.97023 -0.07872 0.15295
N -0.75061 0.62721 -0.03789
H 3.99326 0.00937 1.38925
H 0.19521 0.26703 -0.41376
*
```

gap between HOMO and LUMO = 9.36 eV
energy above the lowest of the compared OMol25 structures with the same formula, charge and spin = 3.702 eV